C3H9NOS2 | ωB97M-V/def2-TZVPD

```
! wB97M-V def2-TZVPD RIJCOSX def2/J DEFGRID3
* xyz 0 1
N 0.263 -1.519 -0.553
C 0.508 -0.054 -0.049
C 1.195 0.014 1.353
O 2.240 -0.896 1.161
C -0.795 0.776 -0.243
S -1.052 1.779 -1.834
S -3.127 1.598 -1.953
H 1.195 -1.965 -0.311
H -0.447 -2.099 -0.059
H 1.210 0.346 -0.792
H 0.330 -0.316 2.010
H 1.458 0.968 1.742
H 2.525 -1.316 2.049
H -1.614 0.239 0.022
H -0.605 1.513 0.553
H -3.283 0.932 -3.095
*
```

Computed properties:
Structure (SMILES): N[C@H](CO)CSS
LUMO level: 0.532 eV
Gap between HOMO and LUMO: 9.30 eV

---

C31H82NO17P | ωB97M-V/def2-TZVPD

```
! wB97M-V def2-TZVPD RIJCOSX def2/J DEFGRID3
* xyz 0 1
C 0.187 -1.712 3.228
C -1.288 -1.992 3.588
C -2.035 -0.777 4.183
C -2.771 0.088 3.162
O -1.963 1.232 2.832
C -2.118 1.870 1.615
P -3.882 1.931 0.834
N -4.049 1.632 -0.683
O -1.874 3.296 1.825
C -1.433 3.779 0.636
O -1.423 4.910 0.352
O -1.024 2.775 -0.170
C -0.952 1.565 0.652
C 0.369 1.677 1.467
O 1.451 1.761 0.534
O 1.924 3.117 0.533
C -0.906 0.255 -0.160
C -0.833 0.373 -1.702
C -0.003 -0.761 -2.337
O -2.142 0.317 -2.254
H 0.339 -1.719 2.137
H 0.529 -0.747 3.626
H 0.827 -2.514 3.620
H -1.836 -2.328 2.693
H -1.359 -2.819 4.310
H -1.340 -0.157 4.770
H -2.795 -1.146 4.891
H -2.966 -0.508 2.255
H -3.739 0.421 3.562
H -4.126 3.256 1.220
H -4.673 1.191 1.722
H -4.646 0.833 -0.876
H 0.379 2.559 2.112
H 0.535 0.784 2.086
H 1.572 3.421 -0.321
H -1.763 -0.397 0.078
H -0.001 -0.264 0.188
H -0.369 1.342 -1.938
H 0.352 -1.493 -1.600
H -0.621 -1.274 -3.086
H 0.868 -0.355 -2.865
H -2.544 1.199 -2.274
C 2.925 -0.054 -6.632
C 2.140 -0.377 -5.378
O 0.734 -0.365 -5.632
H 2.616 0.921 -7.012
H 4.000 -0.035 -6.439
H 2.730 -0.802 -7.403
H 2.317 0.375 -4.608
H 2.433 -1.352 -4.971
H 0.561 -1.035 -6.303
C -4.786 -2.505 8.315
C -4.770 -2.984 6.877
O -3.470 -3.409 6.472
H -4.059 -1.702 8.434
H -5.776 -2.143 8.598
H -4.513 -3.313 8.998
H -5.025 -2.166 6.202
H -5.498 -3.786 6.717
H -3.211 -4.149 7.032
C -0.735 1.468 -8.380
C -2.153 1.157 -7.949
O -2.229 -0.048 -7.194
H -0.327 0.646 -8.971
H -0.688 2.383 -8.973
H -0.095 1.603 -7.505
H -2.802 1.005 -8.811
H -2.564 1.991 -7.367
H -1.677 0.060 -6.409
C 5.585 -2.834 -8.884
C 4.761 -3.187 -7.661
O 3.365 -3.223 -7.935
H 5.270 -1.871 -9.286
H 6.646 -2.780 -8.636
H 5.460 -3.586 -9.666
H 4.881 -2.428 -6.888
H 5.091 -4.143 -7.240
H 3.203 -3.897 -8.603
C -2.212 1.798 8.422
C -1.800 0.706 9.390
O -1.978 -0.598 8.847
H -3.255 1.670 8.127
H -2.096 2.784 8.873
H -1.598 1.767 7.518
H -2.420 0.732 10.286
H -0.760 0.849 9.702
H -1.436 -0.671 8.053
C -2.207 -6.339 2.323
C -1.324 -5.440 1.475
O -0.078 -5.167 2.099
H -2.387 -5.876 3.295
H -3.168 -6.516 1.838
H -1.722 -7.304 2.486
H -1.807 -4.475 1.322
H -1.158 -5.893 0.491
H 0.374 -6.010 2.235
C 0.982 -7.584 6.065
C 0.270 -8.048 4.811
O 0.882 -7.546 3.625
H 1.009 -6.495 6.104
H 0.475 -7.955 6.957
H 2.011 -7.951 6.087
H -0.751 -7.669 4.787
H 0.222 -9.141 4.774
H 1.792 -7.862 3.593
C 1.316 4.849 -4.964
C 1.769 3.461 -5.374
O 2.089 3.379 -6.761
H 0.444 5.148 -5.547
H 1.051 4.872 -3.905
H 2.101 5.587 -5.140
H 0.980 2.728 -5.205
H 2.639 3.160 -4.778
H 2.785 4.022 -6.938
C 4.124 2.604 2.378
C 3.086 2.270 3.430
O 2.513 0.979 3.237
H 3.683 2.552 1.383
H 4.520 3.609 2.532
H 4.960 1.901 2.424
H 2.250 2.967 3.376
H 3.515 2.345 4.435
H 3.220 0.327 3.292
C 1.721 9.534 -3.205
C 2.189 8.154 -3.621
O 2.511 8.088 -5.008
H 0.848 9.828 -3.790
H 1.455 9.555 -2.148
H 2.506 10.276 -3.371
H 1.400 7.419 -3.468
H 3.053 7.845 -3.023
H 3.216 8.720 -5.182
*
```

Computed properties:
Structure (SMILES): CCCCO[C@@]1([PH2]=N)OC(=O)O[C@]1(COO)C[C@@H](C)O.CCO.CCO.CCO.CCO.CCO.CCO.CCO.CCO.CCO.CCO
LUMO level: 0.457 eV
Gap between HOMO and LUMO: 9.32 eV

---

C10H12O4 | ωB97M-V/def2-TZVPD

```
! wB97M-V def2-TZVPD RIJCOSX def2/J DEFGRID3
* xyz 0 1
C 0.007 2.765 -0.068
O 0.067 1.437 -0.440
C -0.986 0.599 -0.165
C -2.256 1.007 0.189
C -3.222 0.085 0.383
C -3.006 -1.257 0.078
C -1.726 -1.676 -0.327
C -0.690 -0.745 -0.499
O 0.536 -1.048 -1.038
C 1.377 -1.841 -0.156
C 2.156 -0.918 0.757
C 3.266 -0.097 0.076
O 4.383 -0.087 0.567
O 2.928 0.645 -0.993
H 0.977 3.229 -0.485
H 0.075 2.981 1.059
H -0.852 3.275 -0.559
H -2.387 2.070 0.380
H -4.230 0.453 0.581
H -3.861 -1.956 0.126
H -1.525 -2.706 -0.679
H 0.719 -2.581 0.402
H 2.084 -2.359 -0.779
H 2.746 -1.444 1.480
H 1.457 -0.253 1.272
H 1.965 0.423 -1.159
*
```

Computed properties:
Structure (SMILES): COc1ccccc1OCCC(=O)O
LUMO level: 0.675 eV
Gap between HOMO and LUMO: 9.57 eV

---

C7H16N3O3S | ωB97M-V/def2-TZVPD

```
! wB97M-V def2-TZVPD RIJCOSX def2/J DEFGRID3
* xyz 1 1
C 2.322 -2.863 1.202
C 1.878 -2.243 -0.080
N 0.657 -1.324 -0.177
C 0.597 -0.166 -0.921
N -0.596 0.773 -1.011
C -1.919 0.045 -0.982
C -2.751 0.585 0.364
C -4.369 0.181 0.285
O -2.141 0.154 1.631
N 1.844 0.294 -1.704
S 2.964 1.142 -0.668
C 2.149 2.291 0.586
O 3.857 2.042 -1.585
O 3.933 0.227 0.127
H 1.514 -3.009 2.035
H 3.454 -3.164 1.408
H 2.536 -2.452 -1.053
H -0.181 -1.644 0.397
H -0.539 1.554 -0.321
H -2.617 0.337 -1.904
H -1.852 -1.123 -0.964
H -2.685 1.776 0.347
H -4.995 1.098 -0.131
H -4.720 -0.057 1.397
H -4.485 -0.767 -0.429
H -2.144 -0.843 1.734
H 2.277 -0.503 -2.219
H 1.242 2.871 0.122
H 1.803 1.710 1.567
H 2.968 3.079 0.947
*
```

Computed properties:
Structure (SMILES): C=CN/C(NC[C@@H](C)O)=[NH+]\S(C)(=O)=O
LUMO level: -5.453 eV
Gap between HOMO and LUMO: 7.96 eV

---

C6H8F3NO2S | ωB97M-V/def2-TZVPD

```
! wB97M-V def2-TZVPD RIJCOSX def2/J DEFGRID3
* xyz 0 1
C -0.736 -1.131 1.841
C 1.453 -1.607 0.635
C 1.271 1.485 -0.266
C -1.792 0.139 -0.628
C 0.392 -0.726 1.293
C -1.670 0.016 -2.107
N -1.702 -1.545 2.319
O -0.313 1.798 1.719
O 2.059 1.049 2.166
F -2.036 -1.218 -2.461
F -2.458 0.912 -2.719
F -0.443 0.195 -2.615
S 0.860 0.997 1.374
H 1.093 -2.345 -0.077
H 1.862 -2.175 1.475
H 2.214 -1.050 0.048
H 1.213 0.558 -0.833
H 0.496 2.214 -0.419
H 2.324 1.830 -0.283
H -2.667 -0.451 -0.296
H -1.421 1.056 -0.166
*
```

Computed properties:
LUMO level (alpha / beta): -1.270 / -2.344 eV
Gap between HOMO and LUMO (alpha / beta): 8.74 / 8.02 eV

---

H16NO6 | ωB97M-V/def2-TZVPD

```
! wB97M-V def2-TZVPD RIJCOSX def2/J DEFGRID3
* xyz 1 1
N 0.078 0.233 -0.047
H 0.465 1.172 -0.122
H -0.765 0.243 0.563
H 0.032 -0.119 -1.005
H 0.635 -0.415 0.573
H 1.610 -2.310 0.097
H 2.738 -1.494 0.732
O 1.799 -1.692 0.815
H 1.695 -1.806 -2.722
H 0.083 -1.603 -3.118
O 0.789 -1.550 -2.469
H -1.936 0.296 -2.217
H -2.835 0.953 -1.090
O -1.967 0.601 -1.306
H -1.771 0.216 2.373
H -1.871 1.748 2.756
O -1.367 1.091 2.225
H 4.167 -1.390 -2.420
H 3.533 -2.811 -2.301
O 3.379 -1.865 -2.108
H -2.542 4.133 3.026
H -3.637 3.188 3.177
O -2.672 3.178 3.097
*
```

Computed properties:
LUMO level: -2.662 eV
Gap between HOMO and LUMO: 11.77 eV